Record 1
Density functional theory data (the ωB97M-V functional and the def2-TZVPD basis) for a structure of composition C35H42BFeGeN6Se.

The geometry in XYZ format:
```
87
Properties=species:S:1:pos:R:3
Fe -0.016 0.088 0.309
C -1.244 -0.465 -4.902
C -0.999 0.360 -3.684
C -0.950 1.738 -3.562
C -0.709 1.983 -2.211
N -0.604 0.826 -1.551
N -0.789 -0.167 -2.466
B -0.706 -1.653 -2.036
N -1.706 -1.890 -0.872
N -1.586 -1.199 0.293
C -2.618 -1.524 1.069
C -3.434 -2.432 0.396
C -2.823 -2.639 -0.832
C -3.253 -3.523 -1.952
C -2.731 -0.936 2.413
C -1.598 -0.804 3.215
C -1.695 -0.226 4.472
C -2.922 0.226 4.936
C -4.054 0.088 4.145
C -3.961 -0.493 2.890
N 0.744 -1.944 -1.566
N 1.278 -1.281 -0.504
C 2.545 -1.678 -0.383
C 2.845 -2.597 -1.387
C 1.676 -2.744 -2.115
C 1.412 -3.621 -3.292
C 3.394 -1.193 0.721
C 3.016 -1.422 2.041
C 3.846 -1.032 3.083
C 5.048 -0.392 2.813
C 5.425 -0.153 1.498
C 4.607 -0.560 0.455
C -0.593 3.283 -1.526
C 0.286 4.251 -2.010
C 0.395 5.476 -1.370
C -0.381 5.748 -0.250
C -1.273 4.796 0.222
C -1.380 3.568 -0.415
H -1.369 0.187 -5.764
H -0.411 -1.139 -5.100
H -2.145 -1.070 -4.797
H -1.100 2.467 -4.340
H -0.981 -2.360 -2.953
H -4.329 -2.905 0.762
H -4.171 -4.037 -1.677
H -3.438 -2.949 -2.860
H -2.494 -4.272 -2.179
H -0.650 -1.201 2.867
H -0.817 -0.147 5.101
H -3.000 0.674 5.918
H -5.013 0.436 4.507
H -4.841 -0.591 2.266
H 3.777 -3.114 -1.540
H 2.320 -4.160 -3.553
H 0.631 -4.349 -3.074
H 1.096 -3.041 -4.158
H 2.090 -1.948 2.245
H 3.557 -1.233 4.107
H 5.696 -0.091 3.626
H 6.365 0.338 1.285
H 4.905 -0.392 -0.573
H 0.889 4.033 -2.882
H 1.083 6.221 -1.747
H -0.300 6.707 0.245
H -1.894 5.013 1.082
H -2.097 2.832 -0.068
C -0.369 3.224 5.252
Ge 1.489 2.958 4.725
C 2.594 2.382 6.223
C 2.197 4.578 3.896
C 1.528 1.506 3.374
Se 0.625 2.059 1.735
C 2.180 2.717 0.772
H -0.472 4.159 5.804
H -0.713 2.411 5.892
H -1.018 3.272 4.376
H 2.586 3.136 7.010
H 3.626 2.231 5.907
H 2.220 1.448 6.644
H 2.199 5.392 4.621
H 1.578 4.884 3.051
H 3.222 4.431 3.553
H 1.008 0.621 3.739
H 2.538 1.210 3.098
H 2.601 3.549 1.328
H 1.835 3.057 -0.202
H 2.904 1.911 0.668
```

- charge = +1
- multiplicity = 5
- E_HOMO (alpha / beta) (hartree) = -0.4125 / -0.4124
- E_LUMO (alpha / beta) (hartree) = -0.058 / -0.093
- relative energy (zero: lowest compared OMol25 entry of this formula, charge and spin) (kcal/mol) = 0.0

Löwdin population analysis, charges in e, atoms 1 to 5: number 1, Fe, carries 0.70; number 2, C, carries 0.00; number 3, C, carries -0.25; number 4, C, carries 0.05; number 5, C, carries -0.23


Record 2
Density functional theory data (the ωB97M-V functional and the def2-TZVPD basis) for a structure of composition C35H42BN7O3RuS2.

The geometry in XYZ format:
```
91
Properties=species:S:1:pos:R:3
Ru 0.097 -0.142 0.084
C -1.058 -3.423 2.415
C 0.389 -3.715 2.810
C 1.458 -3.527 1.743
C 2.093 -4.662 1.256
C 3.121 -4.584 0.328
C 3.554 -3.348 -0.112
C 2.942 -2.178 0.326
C 3.534 -0.847 -0.069
C 4.445 -0.281 1.025
C 1.876 -2.288 1.222
N 1.138 -1.094 1.582
C 1.052 -0.752 2.840
C 0.109 0.223 3.213
C -0.091 0.885 4.486
C -1.101 1.754 4.286
C -1.504 1.583 2.888
N -0.799 0.662 2.267
H -1.723 -3.695 3.236
H -1.346 -4.009 1.541
H -1.219 -2.370 2.190
H 0.456 -4.753 3.133
H 0.640 -3.127 3.694
H 1.783 -5.632 1.632
H 3.599 -5.488 -0.030
H 4.389 -3.275 -0.802
H 2.755 -0.119 -0.290
H 4.104 -0.976 -0.990
H 3.887 -0.099 1.947
H 4.886 0.665 0.708
H 5.253 -0.978 1.250
H 1.702 -1.219 3.570
H 0.482 0.718 5.387
H -1.539 2.444 4.995
H -2.293 2.130 2.382
C -2.170 -5.049 -3.102
C -1.381 -4.641 -1.858
C -1.833 -3.353 -1.244
N -1.052 -2.458 -0.762
N -1.721 -1.398 -0.185
C -3.017 -1.504 -0.241
N -3.861 -0.564 0.242
S -3.523 -2.945 -1.039
H -1.834 -6.023 -3.455
H -2.039 -4.327 -3.912
H -3.239 -5.134 -2.895
H -0.320 -4.526 -2.079
H -1.458 -5.422 -1.096
H -3.463 0.133 0.849
H -4.835 -0.776 0.363
C -3.027 2.208 -3.615
N -2.086 2.762 -2.626
C -1.771 4.200 -2.677
C -1.527 1.987 -1.738
N -1.017 1.310 -0.954
H -2.650 2.396 -4.619
H -4.000 2.683 -3.503
H -3.129 1.137 -3.464
H -1.322 4.444 -3.638
H -1.076 4.452 -1.882
H -2.687 4.773 -2.552
C 1.352 0.544 -4.385
S 2.004 -0.247 -2.928
O 0.773 -0.587 -2.098
C 2.515 -1.779 -3.643
C 1.620 -2.836 -3.684
C 2.039 -4.035 -4.241
C 3.332 -4.162 -4.740
C 4.219 -3.093 -4.681
C 3.816 -1.890 -4.118
H 0.603 -0.112 -4.833
H 2.176 0.727 -5.077
H 0.918 1.490 -4.058
H 0.625 -2.712 -3.273
H 1.356 -4.876 -4.287
H 3.651 -5.100 -5.174
H 5.227 -3.200 -5.062
H 4.506 -1.053 -4.051
O 1.919 1.906 1.602
B 1.349 1.518 0.402
O 1.743 2.340 -0.640
C 2.629 3.250 -0.066
C 3.325 4.264 -0.676
C 4.147 5.029 0.150
C 4.247 4.773 1.516
C 3.528 3.739 2.116
C 2.729 2.996 1.282
H 3.249 4.455 -1.740
H 4.721 5.839 -0.280
H 4.896 5.389 2.125
H 3.599 3.524 3.176
```

- charge = +2
- multiplicity = 5
- E_HOMO (alpha / beta) (hartree) = -0.4840 / -0.4843
- E_LUMO (alpha / beta) (hartree) = -0.185 / -0.278
- relative energy (zero: lowest compared OMol25 entry of this formula, charge and spin) (kcal/mol) = 23.7

Löwdin population analysis, charges in e, atoms 1 to 5: number 1, Ru, carries 1.37; number 2, C, carries -0.08; number 3, C, carries -0.18; number 4, C, carries -0.15; number 5, C, carries -0.02


Record 3
Density functional theory data (the ωB97M-V functional and the def2-TZVPD basis) for a structure of composition C35H42BrCsN4OSSi3 in a non-equilibrium geometry.

The geometry in XYZ format:
```
88
Properties=species:S:1:pos:R:3
Cs 0.200 0.252 -2.793
Br 6.071 5.860 -0.858
C 4.704 4.695 -1.511
C 3.593 5.234 -2.172
C 2.606 4.408 -2.628
C 2.652 2.977 -2.483
O 1.713 2.248 -2.880
C 3.821 2.464 -1.808
C 4.057 1.061 -1.545
N 3.407 0.046 -1.988
C 3.894 -1.222 -1.641
C 5.232 -1.546 -1.631
C 5.681 -2.839 -1.295
C 4.795 -3.830 -0.990
C 3.406 -3.560 -1.040
C 2.426 -4.553 -0.795
C 1.105 -4.250 -0.926
C 0.751 -2.934 -1.297
N 1.628 -1.983 -1.474
C 2.948 -2.265 -1.367
C 4.802 3.343 -1.325
H 3.513 6.307 -2.303
H 1.732 4.815 -3.118
H 4.920 0.891 -0.880
H 5.957 -0.794 -1.913
H 6.745 -3.040 -1.288
H 5.131 -4.826 -0.733
H 2.749 -5.551 -0.516
H 0.329 -4.985 -0.760
H -0.291 -2.673 -1.467
H 5.658 2.931 -0.800
C -1.383 -2.852 1.767
Si -0.602 -1.415 2.735
C -1.126 -1.788 4.530
C 1.252 -1.812 2.710
C -1.004 0.230 2.153
Si 0.254 1.525 2.216
C 0.866 1.922 3.977
C 1.834 1.195 1.239
C -0.332 3.198 1.539
Si -2.686 0.757 1.968
C -3.978 -0.621 1.782
C -3.380 1.752 3.446
C -3.114 1.849 0.428
C -4.091 2.846 0.521
C -4.501 3.546 -0.600
C -3.919 3.233 -1.814
C -2.946 2.246 -1.829
N -2.540 1.577 -0.756
H -0.938 -3.798 2.086
H -1.203 -2.737 0.698
H -2.461 -2.922 1.916
H -0.853 -2.797 4.843
H -2.205 -1.679 4.642
H -0.655 -1.077 5.211
H 1.416 -2.838 3.047
H 1.821 -1.154 3.363
H 1.662 -1.715 1.707
H 1.271 1.030 4.456
H 0.039 2.277 4.594
H 1.646 2.686 3.972
H 2.553 0.598 1.792
H 2.318 2.147 0.969
H 1.612 0.659 0.325
H -1.232 3.575 2.014
H -0.518 3.139 0.467
H 0.461 3.932 1.695
H -3.978 -1.298 2.638
H -3.808 -1.208 0.884
H -4.970 -0.171 1.708
H -3.210 1.160 4.346
H -4.450 1.954 3.384
H -2.859 2.697 3.579
H -4.536 3.063 1.480
H -5.261 4.317 -0.528
H -4.202 3.735 -2.732
H -2.493 1.965 -2.774
S -1.594 -1.194 -5.358
C -2.610 -1.990 -4.207
C -3.750 -2.716 -4.640
C -4.574 -3.326 -3.731
C -4.286 -3.227 -2.369
C -3.156 -2.515 -2.020
N -2.336 -1.922 -2.883
H -3.949 -2.765 -5.702
H -5.446 -3.876 -4.072
H -4.910 -3.677 -1.610
H -2.893 -2.401 -0.976
```

- charge = -2
- E_HOMO (hartree) = -0.0642
- E_LUMO (hartree) = 0.138
- relative energy (zero: lowest compared OMol25 entry of this formula, charge and spin) (kcal/mol) = 14.4

Löwdin population analysis, charges in e, atoms 1 to 5: number 1, Cs, carries 1.01; number 2, Br, carries 0.62; number 3, C, carries -0.72; number 4, C, carries -0.16; number 5, C, carries -0.02


Record 4
Density functional theory data (the ωB97M-V functional and the def2-TZVPD basis) for a structure of composition C35H42Cl2N7Si2Ti in a non-equilibrium geometry.

The geometry in XYZ format:
```
89
Properties=species:S:1:pos:R:3
Ti -0.006 0.005 0.181
C -3.364 0.278 0.894
N -2.231 0.332 -0.022
C -2.501 0.633 -1.255
C -1.481 0.563 -2.221
C -1.521 0.603 -3.622
C -0.235 0.298 -4.050
C 0.529 0.090 -2.902
N -0.210 0.255 -1.797
C -4.097 1.587 1.035
C -5.221 1.877 0.270
C -5.873 3.091 0.404
C -5.422 4.018 1.324
C -4.312 3.734 2.103
C -3.651 2.526 1.957
H -2.975 -0.021 1.871
H -4.060 -0.494 0.535
H -3.514 0.888 -1.578
H -2.382 0.803 -4.233
H 0.112 0.230 -5.067
H 1.569 -0.182 -2.836
H -5.605 1.145 -0.428
H -6.741 3.310 -0.204
H -5.943 4.959 1.438
H -3.971 4.451 2.835
H -2.790 2.292 2.566
Cl -0.499 -0.470 2.370
C 1.474 1.341 4.529
Cl 2.045 1.049 2.954
H 1.534 0.496 5.190
H 0.613 1.982 4.612
C 2.663 3.014 -0.176
Si 3.222 1.191 -0.202
C 3.986 0.985 -1.961
C 4.703 1.292 1.037
N 1.995 -0.013 0.083
C 2.401 -1.339 0.049
C 3.739 -1.740 0.022
C 4.125 -3.066 -0.007
C 3.162 -4.055 0.023
C 1.829 -3.695 0.053
C 1.403 -2.364 0.026
N 0.085 -1.985 -0.052
Si -1.269 -3.063 -0.142
C -1.104 -4.978 -0.404
C -2.364 -2.680 -1.680
C -2.315 -3.057 1.475
H 3.548 3.641 -0.243
H 2.158 3.284 0.743
H 2.029 3.251 -1.020
H 4.726 1.756 -2.152
H 3.218 1.078 -2.722
H 4.464 0.018 -2.084
H 5.147 2.281 0.986
H 5.485 0.570 0.834
H 4.387 1.141 2.062
H 4.516 -0.999 0.028
H 5.176 -3.318 -0.052
H 3.442 -5.099 0.013
H 1.093 -4.472 0.092
H -0.494 -5.228 -1.266
H -2.092 -5.396 -0.580
H -0.699 -5.492 0.462
H -1.774 -2.670 -2.592
H -2.877 -1.728 -1.612
H -3.115 -3.460 -1.779
H -1.797 -3.601 2.261
H -3.280 -3.534 1.331
H -2.488 -2.057 1.848
N 0.709 10.775 -1.311
C 0.464 9.667 -1.085
C 0.149 8.343 -0.787
C 0.481 7.282 -1.657
C 0.222 5.983 -1.309
C -0.371 5.672 -0.070
C -0.784 6.737 0.758
C -0.526 8.034 0.412
N -0.448 4.359 0.387
C -0.448 3.996 1.715
C -0.362 2.640 1.760
N -0.292 2.134 0.496
C -0.361 3.192 -0.311
H 0.964 7.503 -2.598
H 0.518 5.185 -1.973
H -1.314 6.528 1.675
H -0.832 8.844 1.056
H -0.449 4.708 2.510
H -0.382 2.011 2.630
H -0.371 3.140 -1.385
```

- charge = -1
- E_HOMO (alpha / beta) (hartree) = -0.0590 / -0.0590
- E_LUMO (alpha / beta) (hartree) = 0.042 / 0.042
- relative energy (zero: lowest compared OMol25 entry of this formula, charge and spin) (kcal/mol) = 83.6

Löwdin population analysis, charges in e, atoms 1 to 5: number 1, Ti, carries 0.79; number 2, C, carries -0.19; number 3, N, carries -0.05; number 4, C, carries -0.12; number 5, C, carries -0.35


Record 5
Density functional theory data (the ωB97M-V functional and the def2-TZVPD basis) for a structure of composition C35H42ClEuN3O4 in a non-equilibrium geometry.

The geometry in XYZ format:
```
86
Properties=species:S:1:pos:R:3
Eu -1.950 0.032 -0.927
Cl -3.753 1.172 0.760
N -0.444 2.410 -1.448
N -1.058 -2.343 -1.168
C -1.418 3.109 -1.976
C -1.613 -2.995 -2.161
C 0.655 3.362 -1.125
C -0.055 4.718 -1.200
C 1.773 3.282 -2.153
C 1.218 3.061 0.248
H 1.417 3.540 -3.159
H 2.227 2.283 -2.161
H 2.551 4.006 -1.880
H 0.438 3.074 1.012
H 1.957 3.833 0.497
H 1.720 2.090 0.285
C 0.009 -3.200 -0.599
C -0.087 -4.482 -1.440
C -0.292 -3.438 0.875
C 1.360 -2.534 -0.748
H 1.590 -2.365 -1.810
H 2.134 -3.190 -0.322
H 1.378 -1.580 -0.211
H -1.278 -3.904 0.998
H -0.266 -2.490 1.417
H 0.466 -4.109 1.296
O -1.135 -4.215 -2.418
H -0.439 -5.347 -0.873
H 0.822 -4.718 -2.002
O -1.311 4.436 -1.904
H 0.474 5.492 -1.767
H -0.342 5.076 -0.203
C -2.608 2.470 -2.629
C -2.684 -2.418 -3.020
C -2.159 -1.159 -3.717
H -3.563 -2.218 -2.354
H -3.040 -3.179 -3.736
C -2.270 0.051 -3.177
C -2.158 1.326 -3.527
H -3.673 -0.121 1.358
C -1.442 1.404 -4.760
C -1.079 0.189 -5.418
C -1.162 2.740 -5.236
C -1.405 -1.065 -4.908
H -0.528 0.277 -6.372
C -1.033 -2.350 -5.516
H -0.455 -2.158 -6.431
H -1.910 -2.953 -5.762
H -0.443 -2.997 -4.869
H -2.042 3.398 -5.194
H -0.812 2.671 -6.264
H -0.406 3.268 -4.650
H -3.168 3.226 -3.207
H -3.325 2.181 -1.826
C 3.736 2.189 3.489
C 3.426 0.763 3.122
C 4.127 0.155 2.083
C 3.880 -1.172 1.718
C 2.867 -1.869 2.366
C 2.060 -1.204 3.295
N 0.915 -1.880 3.721
C -0.338 -1.378 4.090
C -1.012 -2.040 5.127
C -2.250 -1.569 5.579
C -2.833 -0.449 4.963
C -2.183 0.182 3.908
C -0.964 -0.311 3.437
C -0.328 0.420 2.264
O 0.087 1.572 2.509
O -0.309 -0.154 1.120
C 2.420 0.058 3.802
C 1.760 0.644 5.005
H 2.844 2.823 3.382
H 4.092 2.282 4.524
H 4.515 2.583 2.828
H 4.896 0.733 1.564
H 4.462 -1.654 0.934
H 2.654 -2.919 2.132
H 1.019 -2.887 3.839
H -0.531 -2.903 5.601
H -2.718 -2.041 6.435
H -3.813 -0.092 5.282
H -2.624 1.034 3.406
H 0.936 1.305 4.704
H 1.358 -0.120 5.678
H 2.471 1.251 5.579
```

- charge = -1
- multiplicity = 7
- E_HOMO (alpha / beta) (hartree) = -0.0329 / -0.0669
- E_LUMO (alpha / beta) (hartree) = 0.093 / 0.092

Löwdin population analysis, charges in e, atoms 1 to 5: number 1, Eu, carries 1.28; number 2, Cl, carries 0.03; number 3, N, carries 0.14; number 4, N, carries 0.06; number 5, C, carries -0.39


| no. | E_tot (Ha) |
| --- | --- |
| 1 | -7454.34078 |
| 2 | -2883.54402 |
| 3 | -5514.19383 |
| 4 | -4091.21782 |
| 5 | -2994.54933 |